Density functional theory data (wB97M-V/def2-TZVPD) for a structure of composition C6H7NO at a distorted geometry.

```
! wB97M-V def2-TZVPD RIJCOSX def2/J DEFGRID3
* xyz 0 1
C 0.68 -2.42 0.72
C -0.03 -0.50 0.20
C -0.77 0.61 -0.11
C -0.33 2.03 -0.09
C 0.96 2.15 -0.54
C -2.02 0.60 -0.92
H 0.18 -3.47 1.00
H 1.64 -2.55 -0.24
H 0.84 -1.91 1.82
H 0.86 -0.14 0.65
H -1.17 2.56 0.50
H 1.47 3.20 -0.84
H 1.15 1.16 -0.93
N -3.21 0.42 -1.02
O -0.25 -1.74 -0.19
*
```

Computed properties:
- ΔE to the lowest compared entry with this formula, charge and spin (eV) = 5.865
- HOMO energy (eV) = -8.93
- frontier orbital gap (eV) = 9.358

=====

Density functional theory data (wB97M-V/def2-TZVPD) for a structure of composition C6H7NO at a distorted geometry.

```
! wB97M-V def2-TZVPD RIJCOSX def2/J DEFGRID3
* xyz 0 1
C 0.44 1.53 0.03
C -1.30 1.25 -0.05
C -0.60 -1.47 -0.37
C 1.37 -1.04 -0.13
C 0.16 -0.77 0.54
C -0.16 0.39 -0.35
H 2.33 0.58 0.90
H 0.42 2.39 -0.71
H -1.48 1.39 1.00
H -0.97 -1.97 -1.24
H 2.02 -1.47 0.65
H 0.05 -0.70 1.66
H -0.19 0.20 -1.40
N 1.91 0.43 -0.10
O -1.87 -0.34 0.23
*
```

Computed properties:
- ΔE to the lowest compared entry with this formula, charge and spin (eV) = 20.588
- HOMO energy (eV) = -7.93
- frontier orbital gap (eV) = 6.228

=====

Density functional theory data (wB97M-V/def2-TZVPD) for the molecule C6H7NO at a distorted geometry.

```
! wB97M-V def2-TZVPD RIJCOSX def2/J DEFGRID3
* xyz 0 1
C 0.91 0.72 -1.72
C 0.40 0.59 -0.56
C 0.14 1.68 0.31
N -0.56 1.66 1.37
O -0.95 0.43 1.94
C -0.15 -0.67 1.60
C -0.10 -0.69 0.06
C -0.70 -1.64 -0.60
H 1.22 1.70 -2.06
H 1.14 -0.12 -2.40
H 0.40 2.66 -0.07
H 0.85 -0.63 1.99
H -0.66 -1.60 1.95
H -0.83 -1.56 -1.70
H -1.12 -2.53 -0.11
*
```

Computed properties:
- ΔE to the lowest compared entry with this formula, charge and spin (eV) = 3.098
- HOMO energy (eV) = -9.09
- SMILES = C=C1C=NOCC1=C
- frontier orbital gap (eV) = 9.506

=====

Density functional theory data (wB97M-V/def2-TZVPD) for the molecule C6H7NO2S at a distorted geometry.

```
! wB97M-V def2-TZVPD RIJCOSX def2/J DEFGRID3
* xyz 0 1
N 2.45 0.00 1.26
S 1.98 0.00 -0.34
O 2.40 -1.27 -0.91
O 2.40 1.27 -0.91
C 0.21 0.00 -0.26
C -0.46 1.21 -0.23
C -1.84 1.21 -0.16
C -2.55 0.00 -0.11
C -1.86 -1.21 -0.15
C -0.46 -1.21 -0.23
H 3.01 0.83 1.47
H 2.98 -0.86 1.48
H 0.09 2.14 -0.28
H -2.40 2.15 -0.11
H -3.63 0.03 -0.06
H -2.44 -2.16 -0.14
H 0.12 -2.13 -0.30
*
```

Computed properties:
- ΔE to the lowest compared entry with this formula, charge and spin (eV) = 0.410
- HOMO energy (eV) = -9.90
- SMILES = NS(=O)(=O)c1ccccc1
- frontier orbital gap (eV) = 10.568

=====

Density functional theory data (wB97M-V/def2-TZVPD) for a cluster of 2 separate species, C6H7NO3 in total at a distorted geometry.

```
! wB97M-V def2-TZVPD RIJCOSX def2/J DEFGRID3
* xyz 0 1
C -3.41 -0.74 -0.40
C -2.32 -0.56 0.08
C -1.01 -0.24 0.66
C -0.95 1.26 0.89
O -0.17 2.01 0.36
C 0.15 -0.86 -0.16
O 0.07 -0.62 -1.53
C 1.49 -0.49 0.39
N 2.38 -0.35 1.15
H -4.43 -0.90 -0.73
H -0.97 -0.69 1.67
H -1.72 1.64 1.60
H 0.08 -1.94 -0.02
H 0.34 0.29 -1.77
O 3.66 0.56 -1.03
H 2.97 1.23 -1.18
H 3.84 0.39 0.01
*
```

Computed properties:
- ΔE to the lowest compared entry with this formula, charge and spin (eV) = 3.673
- HOMO energy (eV) = -10.49
- SMILES = C#C[C@H](C=O)[C@@H](O)C#N.O
- frontier orbital gap (eV) = 10.843

=====

Density functional theory data (wB97M-V/def2-TZVPD) for the molecule C6H7NO3 at a distorted geometry.

```
! wB97M-V def2-TZVPD RIJCOSX def2/J DEFGRID3
* xyz 0 3
C -1.01 -1.12 0.47
C 0.07 -1.93 0.40
C -1.28 0.15 -0.46
C -0.67 1.46 0.13
C 1.28 -1.65 -0.47
C 0.87 1.65 -0.31
N 1.64 1.18 0.69
O 1.82 1.59 1.79
O 2.41 -2.12 -0.44
O 1.13 1.97 -1.42
H -1.90 -1.42 1.08
H -0.03 -2.67 1.13
H -0.78 -0.10 -1.45
H -2.32 0.20 -0.60
H -1.17 2.29 -0.33
H -1.00 1.53 1.16
H 0.94 -1.02 -1.38
*
```

Computed properties:
- ⟨S²⟩ = 2.01
- ΔE to the lowest compared entry with this formula, charge and spin (eV) = 0.327
- HOMO energy (spin up / spin down) (eV) = -9.33 / -10.06
- frontier orbital gap (spin up / spin down) (eV) = 9.269 / 8.244

=====

Density functional theory data (wB97M-V/def2-TZVPD) for the molecule C6H7NO3S at a distorted geometry.

```
! wB97M-V def2-TZVPD RIJCOSX def2/J DEFGRID3
* xyz 0 1
C 2.21 -2.28 -0.47
C 2.15 -1.39 0.58
C 0.24 0.16 0.98
C 0.12 0.96 -1.35
C 1.65 1.19 -1.25
C -0.52 -0.63 2.05
N 2.16 -3.17 -1.23
O 3.40 1.05 0.60
O 1.27 0.95 1.50
O -0.50 0.35 -0.11
S 2.32 0.17 0.22
H -0.35 1.95 -1.40
H -0.23 0.39 -2.13
H 2.17 0.86 -2.13
H 2.03 2.30 -0.97
H -0.54 -1.73 2.21
H -1.52 -0.20 2.22
H 0.21 -0.55 2.91
*
```

Computed properties:
- ΔE to the lowest compared entry with this formula, charge and spin (eV) = 6.598
- HOMO energy (spin up / spin down) (eV) = -8.84 / -8.84
- frontier orbital gap (spin up / spin down) (eV) = 8.007 / 8.008

=====

Density functional theory data (wB97M-V/def2-TZVPD) for a structure of composition C6H7NO4V at a distorted geometry.

```
! wB97M-V def2-TZVPD RIJCOSX def2/J DEFGRID3
* xyz 2 4
V -0.04 1.29 1.36
C -0.01 2.15 3.07
O 0.03 2.69 4.11
C 0.12 2.54 -0.08
O 0.22 3.07 -1.11
C -1.75 0.85 0.61
O -2.69 0.49 0.02
C 1.65 0.59 0.79
O 2.56 -0.03 0.37
C 0.07 -2.01 -2.39
H 0.97 -2.58 -2.12
H -0.87 -2.56 -2.28
C 0.15 -0.83 -3.01
H -0.75 -0.25 -3.25
H 1.09 -0.26 -3.04
N -0.17 -0.98 1.71
H -0.84 -1.29 2.42
H 0.71 -1.42 1.98
H -0.44 -1.45 0.85
*
```

Computed properties:
- ⟨S²⟩ = 3.77
- ΔE to the lowest compared entry with this formula, charge and spin (eV) = 0.736
- HOMO energy (spin up / spin down) (eV) = -16.40 / -16.43
- frontier orbital gap (spin up / spin down) (eV) = 4.563 / 4.918

=====

Density functional theory data (wB97M-V/def2-TZVPD) for the ion C6H7O2 with charge +1 at a distorted geometry.

```
! wB97M-V def2-TZVPD RIJCOSX def2/J DEFGRID3
* xyz 1 1
C 1.24 -1.24 1.79
C 0.17 -0.83 2.29
C 1.93 -0.95 0.58
C 1.35 -0.51 -0.59
C -0.70 0.40 0.08
C -1.97 1.57 -1.54
O 0.11 0.01 -0.86
O -1.70 1.15 -0.20
H 1.82 -2.00 2.42
H -0.69 -0.77 2.94
H 2.84 -1.41 0.46
H 1.89 -0.64 -1.54
H -2.98 1.35 -1.89
H -1.11 1.24 -2.29
H -2.19 2.60 -1.64
*
```

Computed properties:
- ΔE to the lowest compared entry with this formula, charge and spin (eV) = 5.117
- HOMO energy (spin up / spin down) (eV) = -14.05 / -14.05
- frontier orbital gap (spin up / spin down) (eV) = 8.168 / 8.166

=====

Density functional theory data (wB97M-V/def2-TZVPD) for a cluster of 2 separate species, C6H7O5S in total at a distorted geometry.

```
! wB97M-V def2-TZVPD RIJCOSX def2/J DEFGRID3
* xyz -1 1
C -2.83 1.84 1.40
C 0.57 -1.50 -1.26
C 0.57 1.60 -0.22
C 1.03 0.91 0.99
C -1.43 1.25 0.91
C 0.90 -2.99 -1.34
O -3.94 1.37 1.21
O -2.31 2.78 2.06
O 1.33 -0.71 -1.83
O -0.86 1.71 -0.14
O -0.32 -1.28 -0.37
S -0.39 0.40 1.95
H 0.89 2.52 -0.45
H 0.63 0.90 -1.07
H 1.35 -0.02 0.65
H 1.87 1.30 1.53
H 0.11 -3.56 -0.86
H 1.89 -3.10 -0.87
H 0.97 -3.41 -2.28
*
```

Computed properties:
- ΔE to the lowest compared entry with this formula, charge and spin (eV) = 0.000
- HOMO energy (eV) = -5.08
- frontier orbital gap (eV) = 8.168

=====

Density functional theory data (wB97M-V/def2-TZVPD) for the molecule C6H7O6P at a distorted geometry.

```
! wB97M-V def2-TZVPD RIJCOSX def2/J DEFGRID3
* xyz 0 1
C 2.46 -0.66 0.03
C 1.30 -0.37 -0.96
C 0.41 0.59 -0.34
C -0.81 0.45 0.15
P -1.82 -1.04 0.16
O -1.46 -1.90 -0.97
O -1.66 -1.78 1.54
O -3.32 -0.54 0.12
C -1.25 1.76 0.71
O -2.33 2.12 1.11
O -0.15 2.61 0.66
C 0.80 2.03 -0.11
O 1.76 2.57 -0.57
H 3.21 0.10 -0.09
H 2.08 -0.55 1.03
H 2.85 -1.65 -0.10
H 0.77 -1.27 -1.19
H 1.68 0.03 -1.88
H -1.15 -2.56 1.34
H -3.36 0.05 -0.63
*
```

Computed properties:
- ΔE to the lowest compared entry with this formula, charge and spin (eV) = 0.000
- HOMO energy (eV) = -11.04
- SMILES = CCC1=C(P(=O)(O)O)C(=O)OC1=O
- frontier orbital gap (eV) = 9.777

=====

Density functional theory data (wB97M-V/def2-TZVPD) for the molecule C6H7P at a distorted geometry.

```
! wB97M-V def2-TZVPD RIJCOSX def2/J DEFGRID3
* xyz 0 1
C 1.80 -1.46 0.72
C 0.73 -1.07 1.39
P -0.42 0.36 1.19
C -1.64 -0.27 -0.15
C -1.47 0.54 -1.23
C -0.43 1.40 -1.22
C 0.33 1.43 -0.11
H 2.58 -2.16 1.00
H 1.83 -1.13 -0.30
H 0.63 -1.37 2.44
H -2.48 -0.78 0.15
H -2.35 0.46 -2.00
H -0.29 2.04 -1.98
H 1.20 2.01 0.10
*
```

Computed properties:
- ΔE to the lowest compared entry with this formula, charge and spin (eV) = 2.445
- HOMO energy (eV) = -8.62
- SMILES = C=CP1=CC=CC=1
- frontier orbital gap (eV) = 8.979

=====

Density functional theory data (wB97M-V/def2-TZVPD) for a cluster of 2 separate species, C6H8 in total at a distorted geometry.

```
! wB97M-V def2-TZVPD RIJCOSX def2/J DEFGRID3
* xyz 0 1
C 1.03 -1.24 0.16
C 0.69 0.15 0.20
C -0.12 1.09 0.53
C 1.13 1.55 -0.15
H 1.04 -1.72 1.14
H 2.10 -1.28 -0.25
H 0.19 -1.75 -0.55
H -0.97 1.61 1.12
H 1.94 1.95 0.39
H 0.90 1.82 -1.20
C -3.02 -0.59 0.30
C -2.42 -0.10 -0.63
H -3.58 -0.85 1.10
H -1.92 0.37 -1.46
*
```

Computed properties:
- ΔE to the lowest compared entry with this formula, charge and spin (eV) = 4.858
- HOMO energy (eV) = -8.84
- SMILES = CC1=CC1.C#C
- frontier orbital gap (eV) = 9.957

=====

Density functional theory data (wB97M-V/def2-TZVPD) for a cluster of 2 separate species, C6H8 in total.

```
! wB97M-V def2-TZVPD RIJCOSX def2/J DEFGRID3
* xyz 0 1
C 1.63 -1.21 -0.76
C 1.68 -0.62 0.34
C 1.08 0.18 1.28
C -0.39 0.67 -0.06
C -1.75 0.84 0.22
C -0.53 -0.47 -0.98
H 2.24 -1.87 -1.37
H 0.68 -0.35 2.15
H 1.60 1.10 1.56
H 0.08 1.54 -0.52
H -2.25 1.80 0.15
H -2.34 0.03 0.64
H -1.04 -1.36 -0.61
H -0.68 -0.28 -2.04
*
```

Computed properties:
- ΔE to the lowest compared entry with this formula, charge and spin (eV) = 5.436
- HOMO energy (eV) = -8.13
- frontier orbital gap (eV) = 8.661

=====

Density functional theory data (wB97M-V/def2-TZVPD) for the molecule C6H8.

```
! wB97M-V def2-TZVPD RIJCOSX def2/J DEFGRID3
* xyz 0 1
C 2.94 -0.54 -0.06
C 1.78 -0.20 0.06
C 0.40 0.06 0.45
C -0.48 1.20 -0.15
C -1.64 0.19 -0.32
C -0.68 -0.97 0.03
H 3.96 -0.84 -0.10
H 0.42 0.17 1.53
H -0.67 2.01 0.57
H -0.11 1.64 -1.08
H -2.45 0.33 0.41
H -2.08 0.15 -1.32
H -0.39 -1.57 -0.84
H -0.99 -1.65 0.83
*
```

Computed properties:
- ΔE to the lowest compared entry with this formula, charge and spin (eV) = 1.785
- HOMO energy (eV) = -9.75
- SMILES = C#CC1CCC1
- frontier orbital gap (eV) = 10.889

=====

Number 1: calculated total energy -9866.793 eV. Number 2: calculated total energy -9852.069 eV. Number 3: calculated total energy -9869.560 eV. Number 4: calculated total energy -22755.493 eV. Number 5: calculated total energy -13964.289 eV. Number 6: calculated total energy -13962.463 eV. Number 7: calculated total energy -24795.313 eV. Number 8: calculated total energy -41681.567 eV. Number 9: calculated total energy -10416.558 eV. Number 10: calculated total energy -27408.223 eV. Number 11: calculated total energy -27911.873 eV. Number 12: calculated total energy -15621.271 eV. Number 13: calculated total energy -6345.926 eV. Number 14: calculated total energy -6345.348 eV. Number 15: calculated total energy -6348.999 eV.